Entry 1:
A structure of composition C33H30BrClF45N5O5PS at a distorted geometry, computed with ωB97M-V/def2-TZVPD.

Total charge: +1
E_HOMO: -0.430 Eh
Orbital gap: 7.2 eV
LUMO energy: -4.5 eV

Each line ends with the Löwdin charge.
Cartesian coordinates (Å):
C 2.388 -2.278 5.539  -0.09
C 1.950 -2.654 4.013  -0.20
N 0.779 -3.496 3.901  -0.02
C -0.427 -3.172 3.195  -0.19
N -0.700 -2.512 2.086  -0.24
Cl 0.558 -1.793 1.178  0.91
N -1.425 -3.915 4.028  0.04
C -2.819 -3.793 3.673  -0.32
F -3.167 -4.217 2.360  0.07
F -3.102 -2.386 3.675  0.08
C -3.893 -4.400 4.678  -0.37
F -3.718 -3.885 5.980  0.09
F -4.033 -5.780 4.645  0.10
F -5.145 -3.877 4.264  0.10
C -0.767 -5.234 4.214  -0.72
Br -1.071 -5.751 6.145  0.77
P -1.323 -6.815 3.327  0.74
N -0.163 -7.489 2.415  -0.30
C 0.784 -4.980 3.768  -0.31
N 1.840 -5.858 4.251  0.08
C 2.271 -5.635 5.437  -0.62
S 2.591 -5.427 7.053  0.76
H 1.601 -2.564 6.304  0.07
H 2.713 -1.179 5.621  0.09
H 3.338 -2.875 5.787  0.06
H 1.943 -1.641 3.481  0.10
H 2.867 -3.203 3.582  0.14
H -1.658 -2.406 1.697  0.11
H -2.441 -6.637 2.435  0.03
H -1.647 -7.817 4.321  0.02
H 0.047 -8.418 2.802  -0.02
H 0.805 -5.111 2.619  0.16
C -4.662 -0.310 0.270  -0.04
C -3.577 0.206 1.243  -0.41
C -4.062 0.608 2.638  -0.31
F -4.945 1.616 2.608  0.11
F -3.015 1.038 3.390  0.09
F -2.900 1.214 0.651  0.14
F -2.667 -0.816 1.402  0.04
O -5.184 0.624 -0.680  0.04
C -6.244 1.462 -0.263  -0.50
C -5.856 2.945 -0.265  -0.28
F -4.804 3.187 0.551  0.09
F -6.879 3.711 0.182  0.11
F -6.712 1.041 0.926  0.14
F -7.244 1.263 -1.148  0.15
H -4.171 -1.066 -0.350  0.15
H -5.459 -0.851 0.787  0.15
H -4.518 -0.240 3.157  0.17
H -5.586 3.277 -1.268  0.15
C 7.146 -8.590 1.994  -0.04
C 7.952 -8.107 3.220  -0.43
C 7.897 -8.999 4.460  -0.30
F 6.650 -9.131 4.952  0.09
F 8.644 -8.463 5.458  0.10
F 7.581 -6.837 3.516  0.12
F 9.256 -8.034 2.827  0.11
O 5.848 -8.008 1.792  0.03
C 4.758 -8.579 2.479  -0.51
C 4.122 -7.608 3.480  -0.30
F 5.011 -7.192 4.409  0.09
F 3.109 -8.205 4.152  0.08
F 5.133 -9.741 3.041  0.14
F 3.847 -8.899 1.533  0.15
H 7.715 -8.269 1.117  0.15
H 7.116 -9.680 1.919  0.15
H 8.293 -9.996 4.247  0.18
H 3.731 -6.725 2.972  0.15
C 1.931 1.469 -2.490  -0.04
C 2.127 0.554 -1.261  -0.43
C 2.044 1.233 0.107  -0.30
F 2.987 2.170 0.279  0.11
F 2.233 0.315 1.101  0.00
F 3.290 -0.124 -1.397  0.13
F 1.135 -0.390 -1.310  0.05
O 3.113 1.929 -3.158  0.04
C 3.745 3.085 -2.652  -0.50
C 5.157 2.805 -2.126  -0.27
F 5.147 1.886 -1.136  0.10
F 5.707 3.930 -1.611  0.10
F 2.949 3.672 -1.738  0.14
F 3.820 3.950 -3.688  0.14
H 1.430 0.854 -3.243  0.15
H 1.234 2.286 -2.293  0.15
H 1.064 1.693 0.262  0.18
H 5.803 2.433 -2.925  0.18
C -8.805 4.384 -4.599  -0.04
C -9.032 4.856 -6.053  -0.44
C -8.864 3.796 -7.142  -0.30
F -7.621 3.283 -7.182  0.09
F -9.091 4.339 -8.364  0.10
F -8.243 5.930 -6.292  0.13
F -10.316 5.312 -6.120  0.11
O -7.519 4.648 -4.016  0.04
C -6.484 3.726 -4.262  -0.49
C -5.322 4.336 -5.056  -0.28
F -5.729 4.808 -6.250  0.11
F -4.371 3.403 -5.306  0.10
F -6.991 2.622 -4.836  0.15
F -6.034 3.337 -3.040  0.10
H -9.495 4.969 -3.984  0.15
H -9.112 3.347 -4.447  0.14
H -9.575 2.976 -7.006  0.17
H -4.865 5.161 -4.505  0.18
C 3.227 8.527 -2.704  -0.04
C 2.583 7.784 -3.896  -0.43
C 3.530 6.964 -4.772  -0.31
F 4.476 7.717 -5.361  0.10
F 2.842 6.364 -5.778  0.09
F 1.880 8.673 -4.637  0.13
F 1.661 6.922 -3.370  0.10
O 3.529 9.918 -2.883  0.03
C 4.758 10.250 -3.491  -0.51
C 4.576 10.972 -4.832  -0.28
F 3.881 10.221 -5.713  0.10
F 5.776 11.234 -5.402  0.10
F 5.530 9.152 -3.586  0.14
F 5.390 11.075 -2.627  0.15
H 2.475 8.524 -1.910  0.15
H 4.075 7.980 -2.284  0.14
H 4.022 6.178 -4.194  0.15
H 4.040 11.914 -4.697  0.18

Entry 2:
A structure of composition C33H30BrIN4O3PZn, computed with ωB97M-V/def2-TZVPD.

Relative energy (zero: lowest compared OMol25 entry of this formula, charge and spin): 44.1 kJ/mol
Total charge: +1
E_HOMO: -0.407 Eh
Orbital gap: 8.8 eV
LUMO energy: -2.2 eV

Each line ends with the Löwdin charge.
Cartesian coordinates (Å):
Zn -0.628 0.527 0.270  0.63
O -1.337 -0.321 2.093  -0.13
C -1.655 -1.691 1.894  -0.17
C -1.956 -2.009 0.447  -0.32
C -2.596 -3.193 0.112  -0.03
C -2.779 -3.506 -1.222  -0.04
C -2.328 -2.621 -2.194  -0.04
C -1.716 -1.457 -1.786  -0.10
N -1.537 -1.157 -0.494  0.03
H -0.478 -0.306 2.623  0.06
H -2.512 -1.968 2.512  0.14
H -0.807 -2.312 2.200  0.11
H -2.926 -3.864 0.895  0.13
H -3.264 -4.431 -1.503  0.12
H -2.450 -2.827 -3.248  0.12
H -1.338 -0.737 -2.501  0.12
N -1.093 3.705 -0.008  -0.10
P 0.320 2.768 -0.102  1.04
C 1.220 3.093 1.431  -0.36
C 2.605 2.932 1.456  -0.10
C 3.288 2.995 2.660  -0.07
C 2.593 3.211 3.844  -0.06
C 1.215 3.367 3.823  -0.06
C 0.527 3.303 2.620  -0.08
C 1.303 3.530 -1.400  -0.36
C 1.846 4.804 -1.222  -0.09
C 2.544 5.405 -2.254  -0.07
C 2.712 4.734 -3.460  -0.06
C 2.187 3.463 -3.635  -0.06
C 1.480 2.856 -2.605  -0.09
C -2.352 3.146 0.061  -0.37
C -3.487 3.961 -0.018  0.00
C -4.726 3.378 0.069  -0.04
C -4.829 1.995 0.230  -0.05
C -3.665 1.272 0.293  -0.11
N -2.442 1.825 0.211  0.05
H -1.061 4.710 -0.098  0.12
H 3.150 2.769 0.532  0.11
H 4.364 2.884 2.675  0.11
H 3.128 3.258 4.783  0.11
H 0.674 3.535 4.744  0.11
H -0.551 3.417 2.609  0.10
H 1.737 5.318 -0.273  0.11
H 2.966 6.392 -2.119  0.11
H 3.265 5.203 -4.264  0.11
H 2.335 2.937 -4.568  0.11
H 1.100 1.850 -2.722  0.09
H -3.375 5.030 -0.145  0.12
H -5.616 3.991 0.013  0.12
H -5.785 1.502 0.307  0.11
H -3.686 0.198 0.424  0.11
O 1.123 -0.502 2.984  0.03
C 1.753 -0.548 1.925  -0.49
C 3.206 -0.957 1.805  -0.07
C 3.496 -0.816 0.312  -0.08
C 2.168 -0.363 -0.276  -0.56
O 1.941 -0.117 -1.446  0.02
N 1.222 -0.250 0.713  0.05
H 3.316 -1.975 2.179  0.12
H 3.812 -0.313 2.441  0.12
H 3.810 -1.740 -0.172  0.11
H 4.251 -0.063 0.085  0.12
Br 0.411 -6.677 1.878  0.74
C -0.015 -6.642 0.042  -0.75
C -0.554 -7.794 -0.519  -0.13
C -0.892 -7.821 -1.862  -0.07
C -0.692 -6.698 -2.652  -0.08
C -0.157 -5.548 -2.094  -0.17
C 0.184 -5.516 -0.746  -0.73
I 0.972 -3.740 0.006  1.12
H -0.703 -8.664 0.105  0.10
H -1.306 -8.724 -2.289  0.11
H -0.944 -6.718 -3.703  0.11
H 0.013 -4.672 -2.705  0.09

Entry 3:
A structure of composition C33H30FN4O6Tc at a distorted geometry, computed with ωB97M-V/def2-TZVPD.

Total charge: +1
E_HOMO (alpha / beta): -0.386 / -0.385 Eh
Orbital gap (alpha / beta): 5.4 / 6.9 eV
Spin multiplicity: 2
<S²>: 1.1980
LUMO energy (alpha / beta): -5.0 / -3.6 eV

Each line ends with the Löwdin charge.
Cartesian coordinates (Å):
Tc 0.182 0.618 -1.638  1.63
O 3.407 -1.883 0.012  0.07
C 4.419 -1.164 -0.519  -0.25
C 5.702 -1.476 -0.077  0.00
C 6.790 -0.787 -0.566  -0.06
C 6.632 0.235 -1.504  -0.07
C 5.368 0.558 -1.935  -0.02
C 4.240 -0.130 -1.457  -0.08
C 2.913 0.269 -1.901  -0.35
O 1.883 -0.471 -1.595  -0.16
N 2.766 1.367 -2.650  0.12
N 1.464 1.569 -2.898  -0.14
C 1.162 2.289 -3.967  -0.01
C -0.093 2.196 -4.572  -0.13
C -0.404 3.067 -5.659  -0.03
C -1.533 2.894 -6.391  -0.06
C -2.398 1.803 -6.104  -0.04
C -2.131 0.927 -5.099  0.00
C -0.985 1.101 -4.280  -0.32
O -0.768 0.237 -3.344  -0.17
H 2.584 -1.628 -0.440  0.07
H 5.816 -2.270 0.648  0.12
H 7.781 -1.046 -0.216  0.11
H 7.492 0.766 -1.886  0.11
H 5.217 1.351 -2.653  0.11
H 1.962 2.857 -4.434  0.15
H 0.281 3.874 -5.885  0.12
H -1.768 3.571 -7.200  0.11
H -3.287 1.661 -6.706  0.12
H -2.778 0.087 -4.887  0.12
C 2.147 -1.618 5.187  -0.04
C 1.119 -2.512 4.525  -0.29
C 0.002 -2.917 5.470  -0.14
C -0.875 -3.966 4.809  -0.12
C -1.317 -3.519 3.439  -0.12
C -2.418 -4.085 2.840  0.07
C -2.844 -3.651 1.589  -0.25
F -3.918 -4.239 1.048  0.09
C -2.216 -2.644 0.917  0.08
C -1.099 -2.042 1.511  -0.04
C -0.431 -0.944 0.829  -0.27
O -0.829 -0.639 -0.338  -0.14
C 0.607 -0.300 1.525  -0.03
C 1.037 -0.835 2.722  0.05
N 0.499 -1.892 3.313  0.05
C -0.637 -2.491 2.754  -0.06
C 1.301 0.961 1.106  -0.54
O 2.137 1.462 1.818  0.11
O 0.976 1.470 -0.068  -0.18
H 2.514 -2.133 6.073  0.09
H 1.710 -0.669 5.505  0.10
H 3.007 -1.417 4.550  0.09
H 1.615 -3.421 4.169  0.17
H -0.582 -2.030 5.733  0.14
H 0.440 -3.307 6.388  0.13
H -1.755 -4.180 5.417  0.13
H -0.319 -4.903 4.722  0.13
H -2.972 -4.868 3.344  0.14
H -2.559 -2.310 -0.051  0.14
H 1.877 -0.358 3.200  0.13
C -3.467 4.079 0.300  -0.03
C -3.716 2.713 -0.352  -0.57
C -4.715 2.831 -1.513  -0.03
C -4.201 1.688 0.684  -0.03
C -2.439 2.218 -0.898  -0.04
N -1.442 1.847 -1.318  0.12
H -4.412 4.443 0.705  0.10
H -3.099 4.803 -0.426  0.10
H -2.747 4.004 1.114  0.10
H -5.641 3.255 -1.127  0.10
H -4.933 1.855 -1.945  0.09
H -4.336 3.487 -2.297  0.09
H -5.156 2.027 1.087  0.10
H -3.491 1.597 1.507  0.09
H -4.343 0.706 0.233  0.09